{"formula": "C28H42Cl2N4O2", "method": "ωB97M-V/def2-TZVPD", "e_tot_ha": -2381.57769, "charge": 2, "e_lumo_ev": -4.183, "smiles": "CC[N+](CC)(CCNC(=O)C(=O)NCC[N+](CC)(CC)Cc1ccccc1Cl)Cc1ccccc1Cl", "symbols": ["C", "H", "C", "H", "H", "N", "C", "H", "H", "C", "N", "C", "O", "C", "O", "N", "H", "C", "H", "H", "C", "N", "C", "C", "H", "H", "H", "H", "H", "C", "C", "H", "H", "H", "H", "H", "C", "C", "C", "C", "C", "C", "C", "Cl", "H", "H", "H", "H", "H", "H", "H", "H", "H", "H", "H", "C", "C", "H", "H", "H", "H", "H", "C", "C", "C", "C", "C", "C", "C", "Cl", "H", "H", "H", "H", "H", "H", "H", "H"], "positions_angstrom": [[0.985, 3.586, 3.916], [0.073, 4.167, 4.007], [2.017, 4.271, 3.030], [2.210, 5.273, 3.416], [2.960, 3.725, 3.064], [1.622, 4.413, 1.594], [1.318, 3.090, 0.979], [0.343, 2.760, 1.342], [1.258, 3.231, -0.102], [2.306, 1.946, 1.278], [1.782, 0.717, 0.727], [0.850, 0.012, 1.382], [0.296, 0.379, 2.404], [0.569, -1.348, 0.747], [1.010, -1.667, -0.340], [-0.175, -2.139, 1.538], [-0.491, -1.739, 2.412], [-0.416, -3.527, 1.225], [-0.451, -4.089, 2.159], [0.441, -3.860, 0.633], [-1.720, -3.660, 0.415], [-2.066, -5.024, -0.054], [-2.079, -6.011, 1.078], [-2.879, -5.619, 2.312], [-2.478, -4.748, 2.821], [-3.930, -5.446, 2.100], [-2.829, -6.453, 3.008], [-1.044, -6.196, 1.367], [-2.486, -6.942, 0.679], [-3.436, -5.019, -0.677], [-3.827, -3.794, -1.490], [-4.778, -4.018, -1.966], [-3.975, -2.914, -0.871], [-3.115, -3.566, -2.276], [-4.163, -5.129, 0.128], [-3.492, -5.902, -1.314], [-1.050, -5.542, -1.040], [-1.042, -4.899, -2.401], [-0.334, -3.722, -2.636], [-0.288, -3.159, -3.900], [-0.933, -3.775, -4.958], [-1.614, -4.962, -4.754], [-1.665, -5.521, -3.487], [-2.502, -7.035, -3.300], [-2.099, -5.461, -5.579], [-0.895, -3.346, -5.947], [0.265, -2.247, -4.055], [0.208, -3.240, -1.836], [-0.064, -5.437, -0.589], [-1.255, -6.606, -1.179], [-2.549, -3.294, 1.023], [-1.625, -3.023, -0.466], [2.155, 0.328, -0.128], [2.393, 1.787, 2.355], [3.286, 2.129, 0.844], [0.381, 5.246, 1.475], [0.394, 6.569, 2.230], [0.299, 6.432, 3.303], [-0.468, 7.145, 1.902], [1.279, 7.166, 2.033], [0.223, 5.426, 0.411], [-0.455, 4.651, 1.844], [2.773, 5.066, 0.869], [2.537, 5.421, -0.579], [1.926, 6.630, -0.918], [1.736, 7.005, -2.235], [2.171, 6.181, -3.259], [2.815, 4.996, -2.953], [3.001, 4.627, -1.630], [3.899, 3.169, -1.340], [3.191, 4.362, -3.741], [2.034, 6.466, -4.289], [1.264, 7.948, -2.460], [1.614, 7.308, -0.140], [3.022, 5.978, 1.413], [3.623, 4.386, 0.932], [0.728, 2.585, 3.583], [1.412, 3.500, 4.912]], "lowdin_charge": [-0.0299, 0.0834, -0.1611, 0.1308, 0.1342, -0.2235, -0.0934, 0.1312, 0.1335, -0.1552, 0.1027, -0.3894, 0.0859, -0.3845, 0.0866, 0.0964, 0.1528, -0.1217, 0.1282, 0.1268, -0.0971, -0.2214, -0.1590, -0.0421, 0.0743, 0.0824, 0.1018, 0.1366, 0.1461, -0.1505, -0.0361, 0.1031, 0.0850, 0.0724, 0.1237, 0.0822, -0.0819, -0.2425, -0.0333, -0.0488, -0.0454, -0.0794, -0.5782, 0.7687, 0.1152, 0.1181, 0.1136, 0.0892, 0.1383, 0.1061, 0.1438, 0.1258, 0.1514, 0.1233, 0.0717, -0.1588, -0.0435, 0.0826, 0.1030, 0.0761, 0.1274, 0.1334, -0.0705, -0.2276, -0.0343, -0.0428, -0.0414, -0.0838, -0.5750, 0.7807, 0.1129, 0.1205, 0.1185, 0.1104, 0.1429, 0.1131, 0.0624, 0.1031]}